{
  "formula": "C9H20N2O",
  "method": "ωB97M-V with the def2-TZVPD basis set",
  "elements": ["C", "C", "C", "C", "C", "C", "C", "C", "C", "N", "N", "O", "H", "H", "H", "H", "H", "H", "H", "H", "H", "H", "H", "H", "H", "H", "H", "H", "H", "H", "H", "H"],
  "coordinates": [[0.8746, 0.9902, -2.5028], [0.8312, -0.1965, -1.4743], [-0.4850, 1.6106, -2.0881], [0.4783, 0.4679, -0.2316], [-0.3819, 1.6945, -0.4567], [1.5351, 0.5867, 0.8783], [-1.7652, 1.6943, 0.0881], [-0.3666, -2.0851, 2.5777], [0.0164, -2.9270, 0.3861], [-0.8485, -0.8112, 0.6017], [-0.0766, -1.7633, 1.2093], [0.3641, 2.8575, -0.2368], [1.6966, 1.5440, -2.1746], [0.9703, 0.6140, -3.5442], [-0.0079, -0.8004, -1.8903], [1.7532, -0.8106, -1.4833], [-0.5824, 2.5688, -2.5983], [-1.1433, 0.8668, -2.4163], [1.5815, 1.5545, 1.2330], [2.5184, 0.4176, 0.5345], [1.1455, 0.1148, 1.7291], [-2.2570, 2.4584, -0.4661], [-1.8681, 1.7512, 1.1300], [-2.2782, 0.7895, -0.3822], [-0.8867, -3.0728, 2.8170], [0.7193, -2.0622, 3.0191], [-0.8370, -1.2706, 3.1270], [0.3636, -2.4745, -0.6556], [0.7220, -3.5814, 0.8855], [-0.8403, -3.6476, 0.3365], [-1.2571, -0.1234, 1.3523], [0.3119, 3.0454, 0.6963]],
  "forces_ev_per_angstrom": [[-1.229, -1.903, 0.887], [0.320, -0.754, -2.889], [2.698, 1.249, 0.619], [-1.741, -2.053, 4.384], [0.370, -0.828, -4.024], [-1.695, 0.136, -1.916], [-0.809, -1.481, -2.766], [2.630, -0.277, 1.974], [0.984, 0.041, -1.941], [0.076, 3.978, -0.417], [-1.002, -0.609, 0.458], [-0.123, 0.758, 0.062], [1.335, 1.511, -0.175], [-0.132, 0.522, 0.644], [0.507, -0.029, 0.718], [-0.472, 0.315, 0.303], [-0.651, 0.105, 0.400], [-1.779, -0.640, -0.251], [0.071, 2.505, 0.384], [1.077, -1.093, -0.023], [0.353, -1.785, 1.083], [-0.610, 1.277, 0.283], [-0.294, 0.202, 1.456], [0.664, 0.801, 1.295], [0.526, 1.199, -0.593], [-1.974, -0.799, 0.040], [-0.394, 0.010, -0.306], [-0.718, -1.941, 2.101], [0.980, 0.027, -0.453], [-0.312, 1.159, -0.321], [1.222, -1.948, -1.513], [0.120, 0.344, 0.496]],
  "lowdin_charge": [-0.1447, -0.1922, -0.0833, -0.2391, -0.5189, 0.0070, -0.0396, -0.1133, -0.1098, 0.0332, -0.4155, 0.0091, 0.0850, 0.1226, 0.1139, 0.1256, 0.1182, 0.0903, 0.0427, 0.0823, 0.0556, 0.0824, 0.0662, 0.1159, 0.0953, 0.1090, 0.0647, 0.1036, 0.0681, 0.0833, 0.0915, 0.0912],
  "homo_lumo_gap_ev": 7.7,
  "energy_ha": -539.482084,
  "total_charge": 0,
  "homo_energy_ev": -6.994
}


{
  "formula": "C9H20N3O3",
  "method": "ωB97M-V with the def2-TZVPD basis set",
  "elements": ["C", "C", "C", "C", "C", "N", "C", "N", "C", "C", "O", "O", "O", "C", "N", "H", "H", "H", "H", "H", "H", "H", "H", "H", "H", "H", "H", "H", "H", "H", "H", "H", "H", "H", "H"],
  "coordinates": [[2.0404, -2.6400, 0.6954], [3.0013, -1.3510, 1.0922], [2.9564, -0.1228, 0.0002], [1.9003, 1.0852, 0.4405], [2.7148, 2.5138, 0.7451], [0.9407, 1.2617, -0.7154], [-0.2238, 0.5272, -0.8965], [-0.6603, -0.5420, 0.0804], [-2.1996, -0.6497, 0.0770], [-2.5289, -2.0926, 0.8481], [-2.7625, -1.8723, 2.2838], [-3.9959, -1.4705, 2.4186], [-2.7823, -0.6325, -1.2736], [-2.4928, 0.6159, -1.9955], [-1.0103, 0.8572, -2.1754], [2.1024, -2.9351, -0.4395], [0.9190, -2.5157, 1.0800], [2.4826, -3.5717, 1.2932], [2.8165, -0.9888, 2.2137], [4.1141, -1.7817, 1.1002], [4.0375, 0.3753, -0.0054], [2.7038, -0.4859, -1.0904], [1.4060, 0.7890, 1.4588], [2.9518, 2.4785, 1.9144], [2.0511, 3.4632, 0.5760], [3.7539, 2.5710, 0.2097], [1.1943, 2.0021, -1.4369], [-0.4379, -0.3075, 1.0726], [-2.6587, 0.2008, 0.7729], [-1.5484, -2.7657, 0.7528], [-3.3945, -2.6763, 0.2991], [-4.5993, -2.2037, 2.0989], [-2.9397, 0.4803, -3.0944], [-2.9519, 1.5824, -1.5162], [-0.6839, 0.1047, -2.8538]],
  "forces_ev_per_angstrom": [[0.355, -0.546, 1.243], [0.693, -0.867, -0.405], [0.693, 0.502, 0.887], [1.930, 0.001, 0.303], [-0.156, -0.592, 1.212], [-2.897, -1.352, -0.027], [0.986, 0.721, 0.814], [-0.725, 4.120, -2.650], [-1.588, -0.751, 0.961], [1.552, -0.241, -1.252], [4.576, -2.309, -3.047], [-5.617, 1.249, 0.256], [1.654, 1.501, 1.405], [-0.752, 0.232, -0.908], [1.129, -2.797, 2.254], [-0.247, 0.866, 2.201], [2.455, -0.196, -1.122], [-1.061, 1.993, -1.285], [0.194, -0.647, -2.550], [-2.420, 1.050, -0.098], [-2.362, -1.114, -0.157], [0.516, 0.580, 2.268], [0.348, 0.530, -2.270], [-0.474, 0.135, -2.605], [1.280, -1.866, 0.148], [-2.237, -0.080, 0.743], [-0.736, -1.469, 1.130], [0.427, -0.154, -1.072], [0.905, -1.592, -1.653], [-2.146, 1.502, 0.372], [1.451, 1.362, 1.299], [0.855, 0.750, 0.659], [0.950, 0.283, 2.641], [0.781, -2.065, -0.572], [-0.311, 1.258, 0.877]],
  "lowdin_charge": [-0.1453, -0.2456, -0.1541, -0.2951, -0.0635, 0.0940, -0.1059, 0.1221, -0.2358, -0.0756, -0.1947, -0.0578, -0.1084, -0.1738, 0.0454, 0.0845, 0.0534, 0.0911, 0.1242, 0.1207, 0.1187, 0.1234, 0.1414, 0.1085, 0.0921, 0.0907, 0.1931, 0.1340, 0.1872, 0.1484, 0.1582, 0.1403, 0.1741, 0.1576, 0.1523],
  "homo_lumo_gap_ev": 8.9,
  "energy_ha": -744.390360,
  "total_charge": 1,
  "homo_energy_ev": -12.902
}


{
  "formula": "C9H20N4O",
  "method": "ωB97M-V with the def2-TZVPD basis set",
  "elements": ["C", "C", "C", "C", "C", "C", "C", "C", "C", "N", "N", "N", "N", "O", "H", "H", "H", "H", "H", "H", "H", "H", "H", "H", "H", "H", "H", "H", "H", "H", "H", "H", "H", "H"],
  "coordinates": [[0.4794, -0.9551, -0.0127], [2.2727, 0.4886, 0.3617], [3.1468, 2.7840, -0.0784], [-3.3924, 1.4787, 0.5135], [1.4044, -3.3988, -0.0710], [-1.3644, -2.4969, -0.4681], [3.2615, 1.2476, -0.5038], [-2.2375, 0.4950, 0.8442], [-1.6780, -0.0254, -0.4854], [2.6253, -1.5149, 0.4479], [1.0128, 0.2419, 0.0228], [1.5554, -1.9837, 0.1903], [-0.7844, -1.1570, -0.3781], [-1.0503, 1.0050, -1.1761], [2.2628, 0.5111, 1.5007], [3.0300, 3.0979, 1.0168], [2.3384, 3.1273, -0.5812], [3.9786, 3.2126, -0.3784], [-3.9968, 1.2563, -0.3424], [-2.9916, 2.4332, 0.5108], [-4.0668, 1.4903, 1.4126], [0.6721, -3.7713, -0.8147], [1.3801, -3.8466, 0.8173], [2.2904, -3.8700, -0.4387], [-1.1170, -3.1648, -1.4059], [-1.3662, -3.1281, 0.4717], [-2.3805, -2.4446, -0.5267], [4.3611, 1.1238, -0.3298], [3.2193, 1.0042, -1.4815], [-2.8290, -0.3282, 1.4859], [-1.3113, 0.9342, 1.3229], [-2.4679, -0.3129, -1.0610], [0.2260, 1.0049, -0.6073], [-1.3224, 1.8740, -0.8688]],
  "forces_ev_per_angstrom": [[-0.646, 0.906, -1.164], [3.421, -2.152, 2.940], [-2.328, -2.975, 2.946], [-0.144, -0.997, 2.653], [-0.123, -0.955, -3.300], [1.182, -2.920, -0.419], [1.228, 1.159, 5.055], [-1.018, -1.663, 0.577], [-0.527, 0.431, 2.410], [1.336, 2.072, 0.187], [-4.244, 0.729, -2.727], [-0.736, 0.736, -1.183], [1.877, -1.434, 0.801], [2.214, 0.960, -0.695], [1.206, 0.590, -1.345], [0.136, -1.286, -1.289], [-2.417, 1.715, -1.524], [3.904, 2.248, -1.696], [-0.065, -0.260, -0.579], [0.433, 2.234, -0.564], [0.482, 0.005, -0.962], [0.031, 1.036, 0.945], [-1.174, -1.941, 3.810], [1.301, 0.783, -0.534], [0.030, 1.722, 1.798], [1.093, 0.867, -0.840], [-2.953, 1.033, -0.569], [-1.054, -1.037, 0.836], [-1.081, -0.214, -3.449], [2.259, 1.327, -1.376], [-1.509, -0.277, 0.392], [-2.065, -1.223, -1.757], [0.721, -1.666, 0.591], [-0.770, 0.446, 0.031]],
  "lowdin_charge": [-0.1227, -0.0743, -0.0157, -0.0606, 0.0363, -0.0036, -0.1072, -0.1326, -0.3521, 0.3185, 0.0929, -0.0784, 0.0306, 0.0791, 0.1852, 0.1361, 0.0358, 0.0304, 0.0940, 0.0526, 0.1175, 0.1108, 0.0769, 0.1203, 0.1570, 0.1442, 0.0637, 0.1545, 0.0814, 0.1806, 0.1343, 0.1378, 0.2288, 0.1474],
  "homo_lumo_gap_ev": 8.9,
  "energy_ha": -648.336932,
  "total_charge": 2,
  "homo_energy_ev": -17.810
}